No. 1
Molecular formula: C12H14NOS2
Method: DFT, ωB97M-V/def2-TZVPD

Geometry (Å):
O  -2.68470  0.13053  -3.19613
C  -2.69454  0.34720  -1.85111
C  -2.50782  -0.70868  -0.92375
C  -2.52849  -0.40587  0.43301
C  -2.73259  0.94737  0.86413
N  -2.70229  0.94573  2.25322
C  -2.48838  -0.34475  2.72194
C  -2.37567  -1.19135  1.62916
C  -2.91899  1.98275  -0.05150
C  -2.89991  1.68100  -1.41672
H  -2.52878  -0.81766  -3.35821
H  -2.35138  -1.74069  -1.25290
H  -2.82076  1.77185  2.83473
H  -2.43355  -0.58769  3.77794
H  -2.22452  -2.26273  1.63317
H  -3.07503  3.00133  0.30028
H  -3.04033  2.45960  -2.16522
C  4.22437  -3.20412  2.76444
C  4.13881  -2.55507  1.38896
S  2.57203  -1.67336  1.13800
C  1.40559  -2.71549  1.76242
S  1.54953  -3.94596  2.90471
C  3.30314  -4.41513  2.83715
H  5.25377  -3.54204  2.92387
H  3.96100  -2.47835  3.54481
H  4.91876  -1.78890  1.26941
H  4.21139  -3.28377  0.57078
H  0.38551  -2.51887  1.41998
H  3.40689  -5.07941  1.96894
H  3.48154  -4.98617  3.76007

Its total charge is +1. The multiplicity is 1. The HOMO-LUMO gap is 4.23 eV. Its total energy is -37871.861 eV.

***

No. 2
Molecular formula: C12H14O2
Method: DFT, ωB97M-V/def2-TZVPD

Geometry (Å):
C  3.29467  1.11982  -0.34721
C  1.90100  0.94308  0.10566
C  1.78528  -0.28613  0.59058
C  3.83001  -0.05897  -0.01781
C  0.07492  1.73054  1.41746
C  0.53245  1.49125  0.14050
C  -0.76329  0.50554  1.85632
C  -0.34468  -0.44786  0.69706
C  -0.40976  0.46816  -0.53250
C  -0.66446  -1.89058  0.73990
C  -1.84981  1.03038  -0.61031
C  0.07788  0.08803  -1.93036
O  2.98607  -0.95905  0.48435
O  5.16315  -0.37385  -0.13952
H  3.74976  1.98395  -0.94838
H  0.65790  2.30270  2.02435
H  -0.52332  0.22189  2.86608
H  -1.83735  0.70652  1.85472
H  -1.79142  -2.04112  0.60528
H  -0.42608  -2.22399  1.66518
H  -0.13535  -2.45053  -0.07190
H  -2.25415  0.40822  -1.50296
H  -1.84008  2.12886  -0.77180
H  -2.46747  0.50316  0.12109
H  -0.63272  -0.69557  -2.31424
H  1.01578  -0.35628  -1.76914
H  0.13664  0.98997  -2.55186
H  5.39163  -1.24995  -0.14283

The multiplicity is 1. For the energy relative to the best compared isomer or geometry (same formula, charge and spin), the calculation gives 126.3 kcal/mol. The HOMO-LUMO gap (alpha / beta) is 8.21 / 8.21 eV. Its total energy is -16758.674 eV.

***

No. 3
Molecular formula: C12H14OSi2
Method: DFT, ωB97M-V/def2-TZVPD

Geometry (Å):
C  -1.27282  2.54240  -2.03104
C  -0.54803  -1.81878  3.89953
C  0.03390  3.03419  -1.93999
C  -1.66001  1.32274  -1.42628
C  0.37888  -2.50156  3.08084
C  -0.59942  -0.45328  3.70967
C  0.92937  2.40123  -1.16621
C  -0.69944  0.72019  -0.64599
C  1.00327  -1.82044  1.99791
C  0.02137  0.23010  2.68350
C  0.62411  1.19403  -0.51250
C  0.90902  -0.45074  1.85408
O  1.18655  -0.52142  -3.53631
Si  0.35773  -1.83710  -3.05235
Si  1.94028  0.46012  0.61369
H  -2.14107  3.10870  -2.50238
H  -1.16820  -2.31609  4.66733
H  0.12300  4.09571  -2.38836
H  -2.67185  1.07646  -1.56321
H  0.59074  -3.62041  3.25796
H  -1.30580  -0.08743  4.35700
H  1.96871  2.74224  -0.97270
H  -0.82975  -0.16914  -0.05275
H  1.64562  -2.32569  1.33492
H  -0.06076  1.22757  2.40826
H  0.67913  0.24005  -3.46509
H  1.38417  -2.65932  -3.43167
H  -0.99695  -2.04634  -3.58816
H  0.17824  -1.76800  -1.58969

The multiplicity is 1. For the energy relative to the best compared isomer or geometry (same formula, charge and spin), the calculation gives 0.0 kcal/mol. The HOMO-LUMO gap is 7.36 eV. Its total energy is -30471.159 eV.

***

No. 4
Molecular formula: C12H14Si
Method: DFT, ωB97M-V/def2-TZVPD

Geometry (Å):
C  -0.23480  -1.60304  -3.32145
C  0.44238  -2.17745  -2.27627
C  -0.90822  -0.44625  -3.11776
C  0.42617  -1.44316  -1.06712
C  -0.94697  0.26224  -1.92969
C  -0.34633  -0.32803  -0.86340
C  -1.66631  1.64215  2.47460
C  -1.45595  0.43629  3.02586
C  3.03116  0.26410  -0.17042
C  2.32665  0.45817  0.91418
C  -0.87215  2.03001  1.20568
C  -0.52124  -0.57901  2.47782
Si  -0.04059  0.38996  0.85003
H  -0.48926  -2.21761  -4.24967
H  1.06825  -3.12834  -2.33776
H  -1.34208  0.04348  -4.08518
H  0.85151  -1.81753  -0.13926
H  -1.44620  1.22547  -1.88138
H  -2.37398  2.40473  2.80208
H  -2.01657  0.21338  3.94651
H  4.04346  0.28300  -0.26516
H  2.57884  0.30175  -1.23121
H  2.56186  0.73577  1.94277
H  -1.60982  2.31527  0.38596
H  -0.33858  2.84164  1.42429
H  0.30131  -0.63974  3.04502
H  -1.02251  -1.46724  2.44093

The multiplicity is 1. For the energy relative to the best compared isomer or geometry (same formula, charge and spin), the calculation gives 32.1 kcal/mol. The HOMO-LUMO gap is 9.51 eV. Its total energy is -20545.163 eV.

***

No. 5
Molecular formula: C12H15B2F17O6Sn
Method: DFT, ωB97M-V/def2-TZVPD

Geometry (Å):
Sn  -5.92947  2.14036  -3.86213
B  -4.42850  6.54674  -1.81237
F  -3.47703  5.94684  -2.65478
F  -4.66553  5.64487  -0.78913
F  -4.02827  7.68089  -1.23955
F  -5.57324  6.65094  -2.53643
B  -1.33185  1.28964  -1.32819
F  -0.66531  2.35590  -1.90030
F  -0.53969  0.88584  -0.31958
F  -2.49837  1.70178  -0.76702
F  -1.58590  0.27990  -2.22770
C  -4.34142  -1.12509  2.36469
C  -3.22267  -1.25077  3.41761
O  -3.63209  -0.67173  4.61446
C  -3.55191  0.66544  4.80860
O  -3.22197  1.45267  3.91113
C  -4.00532  1.14163  6.26311
F  -3.04070  1.84827  6.83863
F  -5.08376  1.97865  6.11695
F  -4.37128  0.09910  7.02525
H  -3.94935  -1.49427  1.41702
H  -4.77183  -0.13521  2.21310
H  -5.24566  -1.71586  2.51105
H  -2.31443  -0.72714  3.11925
H  -2.93648  -2.25384  3.73389
C  0.66991  -5.40258  -1.16585
C  0.61939  -5.29683  -2.68915
O  0.22691  -6.47587  -3.43611
C  1.08668  -7.54927  -3.48417
O  2.23452  -7.58500  -2.95567
C  0.45107  -8.77990  -4.23316
F  -0.60375  -8.43158  -4.93367
F  1.31763  -9.23297  -5.09813
F  0.12694  -9.69153  -3.29215
H  1.43460  -6.11954  -0.86699
H  -0.26590  -5.72333  -0.70817
H  0.86606  -4.41420  -0.75023
H  1.61655  -5.04199  -3.04808
H  0.05039  -4.37214  -2.78561
C  6.29717  5.31877  1.57099
C  6.08849  5.28471  0.05938
O  6.12764  3.97836  -0.50578
C  5.05449  3.16399  -0.35875
O  4.05571  3.53520  0.23308
C  5.07188  1.84804  -1.24248
F  4.31526  2.01871  -2.31188
F  6.29476  1.66123  -1.71631
F  4.57831  0.82020  -0.52537
H  7.33698  5.13094  1.83859
H  5.65387  4.54706  1.99377
H  5.84757  6.22312  1.98100
H  6.78108  5.97896  -0.41648
H  5.07781  5.67182  -0.07010

The multiplicity is 1. For the energy relative to the best compared isomer or geometry (same formula, charge and spin), the calculation gives 206.3 kcal/mol. The HOMO-LUMO gap is 2.53 eV. Its total energy is -78354.929 eV.

***

No. 6
Molecular formula: C12H15B4F25O6Sn3
Method: DFT, ωB97M-V/def2-TZVPD

Geometry (Å):
Sn  1.75520  7.54236  -23.33920
Sn  4.49590  4.96735  -16.85996
Sn  4.85604  0.65958  -22.43762
B  6.46280  5.89140  -22.36147
F  6.65321  5.42727  -21.08640
F  7.63597  5.74667  -23.06496
F  5.56213  5.06737  -22.94747
F  5.95252  7.20288  -22.37836
B  1.11386  8.14554  -18.59608
F  1.03434  7.64078  -17.28207
F  1.20644  9.54675  -18.78414
F  2.28388  7.61564  -19.14098
F  0.07891  7.71022  -19.39748
B  1.19893  3.34207  -20.46324
F  0.74891  3.38406  -19.18771
F  1.24233  2.00162  -20.74076
F  0.46406  4.06306  -21.42568
F  2.51092  3.77826  -20.46898
B  1.32779  3.85068  -26.13270
F  2.20074  3.31155  -25.22839
F  0.24734  4.38301  -25.56084
F  1.95934  4.91429  -26.76576
F  0.99376  2.98929  -27.11077
C  -4.04309  2.55827  -17.18823
C  -3.20739  1.67644  -17.99513
O  -4.07329  0.58716  -18.32185
C  -3.75490  -0.65404  -17.85947
O  -2.74391  -0.95490  -17.21322
C  -4.88828  -1.70611  -18.20003
F  -6.03400  -1.04662  -18.45646
F  -4.44836  -2.37878  -19.30368
F  -4.97362  -2.54922  -17.25600
H  -5.04581  2.62691  -17.61005
H  -3.51656  3.50718  -17.08605
H  -4.16521  2.31761  -16.13216
H  -2.31694  1.30490  -17.48803
H  -2.91329  2.09948  -18.95567
C  -5.44187  5.84319  -21.72923
C  -4.39634  6.67142  -22.37442
O  -4.93046  7.95652  -22.65163
C  -4.12308  8.95300  -22.91873
O  -2.86714  8.85473  -22.95547
C  -4.89826  10.27544  -23.08810
F  -6.21316  10.08669  -22.90052
F  -4.40007  11.30329  -22.30813
F  -4.82208  10.60779  -24.38426
H  -5.15451  4.80780  -21.54623
H  -6.36655  5.87964  -22.30520
H  -5.63068  6.17474  -20.70819
H  -4.18950  6.14968  -23.30881
H  -3.58799  6.68720  -21.64338
C  -2.27182  0.65736  -25.61124
C  -1.07634  -0.13572  -25.06194
O  -0.72592  -1.06962  -26.12281
C  0.44887  -1.71500  -26.17434
O  1.46033  -1.43215  -25.50598
C  0.30764  -2.78411  -27.24720
F  0.92216  -3.86078  -26.78832
F  -1.00963  -3.06581  -27.59161
F  1.02727  -2.46870  -28.33944
H  -2.94829  -0.10711  -25.99343
H  -1.85763  1.30422  -26.38462
H  -2.68662  1.26507  -24.80705
H  -1.36228  -0.71108  -24.18143
H  -0.26970  0.52571  -24.74582

Its total charge is +2. The multiplicity is 1. For the energy relative to the best compared isomer or geometry (same formula, charge and spin), the calculation gives 411.6 kcal/mol. The HOMO-LUMO gap is 1.37 eV. Its total energy is -113096.862 eV.